Formula: C33H82B3F2N5O3
Source: the Open Molecules 2025 dataset
Level of theory: ωB97M-V with the def2-TZVPD basis set

Positions of all 128 atoms, in Å:
C 4.632 -2.565 3.367
C 4.874 -1.610 2.196
C 4.381 -0.186 2.461
F 3.132 0.003 1.819
B 5.391 0.948 1.978
O 5.498 2.144 2.685
B 6.788 2.337 3.164
O 7.806 2.070 2.267
B 7.312 1.720 1.019
F 7.778 2.309 -0.064
O 6.287 0.795 0.935
H 3.562 -2.720 3.525
H 5.080 -2.185 4.288
H 5.102 -3.529 3.153
H 4.319 -1.974 1.326
H 5.931 -1.623 1.918
H 4.225 -0.053 3.539
H 7.006 2.634 4.289
C 2.307 -6.084 1.637
C 2.906 -5.669 0.300
N 4.300 -6.044 0.158
C 4.959 -5.402 -0.966
C 4.472 -5.734 -2.381
C 4.590 -7.456 0.349
C 3.866 -8.468 -0.548
H 2.913 -5.709 2.464
H 1.304 -5.668 1.734
H 2.219 -7.166 1.737
H 2.851 -4.579 0.227
H 2.267 -6.064 -0.506
H 6.029 -5.620 -0.896
H 4.867 -4.322 -0.816
H 4.777 -6.731 -2.698
H 4.901 -5.023 -3.090
H 3.387 -5.664 -2.464
H 4.370 -7.705 1.389
H 5.671 -7.586 0.247
H 2.800 -8.251 -0.626
H 3.965 -9.469 -0.124
H 4.279 -8.502 -1.555
C 3.136 2.492 -0.261
C 1.627 2.566 -0.099
N 1.097 3.902 -0.309
C -0.281 4.050 0.125
C -1.365 3.243 -0.601
C 1.433 4.516 -1.582
C 1.028 3.770 -2.859
H 3.630 3.226 0.379
H 3.474 1.496 0.023
H 3.455 2.662 -1.290
H 1.373 2.273 0.923
H 1.166 1.813 -0.758
H -0.535 5.113 0.076
H -0.312 3.787 1.187
H -1.578 3.639 -1.594
H -2.295 3.286 -0.031
H -1.092 2.192 -0.701
H 2.514 4.675 -1.607
H 0.997 5.518 -1.590
H 1.280 2.710 -2.804
H 1.557 4.186 -3.719
H -0.038 3.856 -3.066
C -4.181 2.922 -4.683
C -2.691 2.948 -4.983
N -2.224 1.751 -5.658
C -0.778 1.628 -5.669
C 0.039 2.676 -6.434
C -2.906 1.422 -6.897
C -2.907 2.470 -8.018
H -4.442 2.017 -4.133
H -4.448 3.783 -4.068
H -4.790 2.965 -5.587
H -2.148 3.012 -4.035
H -2.455 3.873 -5.535
H -0.523 0.633 -6.042
H -0.453 1.642 -4.623
H -0.016 2.541 -7.514
H 1.090 2.584 -6.152
H -0.276 3.692 -6.192
H -3.945 1.181 -6.656
H -2.477 0.489 -7.271
H -3.146 3.466 -7.641
H -3.664 2.212 -8.761
H -1.950 2.525 -8.535
C -0.899 -1.722 8.574
C -0.395 -1.234 7.224
N 1.009 -1.529 7.002
C 1.576 -0.823 5.868
C 1.038 -1.143 4.468
C 1.385 -2.926 7.132
C 0.676 -3.952 6.237
H -0.271 -1.341 9.380
H -1.918 -1.369 8.736
H -0.918 -2.810 8.637
H -0.505 -0.147 7.182
H -1.049 -1.639 6.435
H 2.658 -0.986 5.880
H 1.439 0.248 6.051
H 1.380 -2.115 4.114
H 1.399 -0.396 3.758
H -0.051 -1.130 4.433
H 1.232 -3.220 8.173
H 2.465 -2.991 6.974
H -0.403 -3.795 6.217
H 0.853 -4.958 6.624
H 1.041 -3.932 5.211
C -5.220 1.994 -0.743
C -6.709 1.994 -0.432
N -7.330 3.290 -0.639
C -8.660 3.394 -0.068
C -9.768 2.502 -0.641
C -7.158 3.862 -1.963
C -7.656 3.057 -3.172
H -4.712 2.784 -0.188
H -4.782 1.037 -0.456
H -5.019 2.137 -1.805
H -6.846 1.738 0.623
H -7.192 1.189 -1.009
H -8.973 4.440 -0.135
H -8.567 3.181 1.002
H -10.100 2.838 -1.623
H -10.636 2.528 0.021
H -9.451 1.462 -0.723
H -6.093 4.063 -2.105
H -7.635 4.845 -1.963
H -7.361 2.008 -3.115
H -7.221 3.468 -4.085
H -8.739 3.103 -3.281

Forces on atoms 1 to 6 (eV/Å):
0.189 -0.048 -0.220
-0.297 -0.174 0.122
0.327 -0.123 -0.255
0.063 -0.016 0.263
-0.259 0.370 -0.435
0.100 -0.679 0.920

Computed properties:
Max |F| = 1.1 eV/A
Charge = 0
Kohn-Sham gap = 8.41 eV
E = -2080.58312 Eh

Results of the Löwdin charge analysis, in e, for atoms 1 through 6: -0.088, -0.180, -0.180, -0.036, -0.473, 0.255

Formula: C33H82N9O9PS2
Source: the Open Molecules 2025 dataset
Level of theory: ωB97M-V with the def2-TZVPD basis set

Positions of all 136 atoms, in Å:
O -0.562 4.305 4.988
C -0.949 5.164 5.789
O -0.580 5.260 6.970
C -1.993 6.218 5.410
N -1.652 7.471 5.220
N -2.415 8.495 4.905
C -3.674 8.230 4.796
C -4.255 6.921 4.957
P -6.066 6.645 4.797
S -6.960 8.232 5.517
C -3.374 5.888 5.264
S -3.964 4.228 5.456
H -0.658 7.670 5.321
H -4.378 9.034 4.570
H -6.430 6.355 3.465
H -6.358 5.575 5.671
H -3.877 3.832 6.752
C 1.344 -0.132 4.843
C 0.268 -0.306 3.776
C -0.927 0.648 3.943
O -1.822 0.289 4.983
C -1.391 0.671 6.278
N -0.161 -1.710 3.754
H 1.070 -0.591 5.793
H 2.273 -0.605 4.523
H 1.553 0.925 5.022
H 0.732 -0.078 2.811
H -1.520 0.609 3.023
H -0.600 1.689 4.058
H -0.848 1.620 6.258
H -0.777 -0.112 6.729
H -2.280 0.789 6.901
H -0.797 -1.847 2.973
H -0.747 -1.860 4.572
C -3.100 3.605 1.984
C -3.892 4.684 1.250
C -3.472 4.860 -0.217
O -2.251 5.553 -0.400
C -1.085 4.766 -0.211
N -3.796 5.948 1.992
H -2.103 3.939 2.276
H -3.607 3.311 2.903
H -2.995 2.712 1.364
H -4.942 4.370 1.250
H -4.231 5.473 -0.713
H -3.452 3.899 -0.746
H -1.228 3.736 -0.552
H -0.777 4.779 0.837
H -0.282 5.217 -0.795
H -4.410 6.631 1.551
H -2.863 6.322 1.831
C 2.825 0.296 -1.427
C 1.737 0.129 -2.485
C 0.545 1.082 -2.304
O -0.345 0.727 -1.259
C 0.083 1.096 0.039
N 1.307 -1.273 -2.508
H 2.558 -0.168 -0.477
H 3.750 -0.178 -1.760
H 3.039 1.352 -1.244
H 2.190 0.362 -3.454
H -0.054 1.046 -3.218
H 0.877 2.123 -2.189
H 0.628 2.045 0.038
H 0.695 0.304 0.474
H -0.802 1.207 0.669
H 0.660 -1.403 -3.284
H 0.729 -1.424 -1.684
C 4.043 -1.720 10.199
C 3.324 -2.424 9.052
C 4.107 -2.415 7.729
O 4.096 -1.177 7.043
C 5.013 -0.216 7.534
N 1.990 -1.834 8.895
H 3.974 -0.634 10.130
H 3.598 -2.004 11.153
H 5.100 -1.995 10.230
H 3.199 -3.471 9.344
H 3.626 -3.125 7.052
H 5.138 -2.767 7.871
H 5.939 -0.677 7.888
H 4.558 0.378 8.330
H 5.252 0.464 6.716
H 1.471 -2.373 8.206
H 2.109 -0.926 8.452
C -1.938 -2.783 -2.677
C -2.947 -2.123 -3.607
C -4.208 -2.967 -3.856
O -4.027 -4.056 -4.741
C -3.435 -5.204 -4.164
N -2.265 -1.772 -4.858
H -1.354 -3.558 -3.174
H -1.231 -2.038 -2.313
H -2.428 -3.229 -1.809
H -3.274 -1.195 -3.126
H -4.951 -2.325 -4.337
H -4.653 -3.308 -2.912
H -3.745 -5.346 -3.125
H -2.346 -5.149 -4.229
H -3.754 -6.071 -4.744
H -2.905 -1.236 -5.438
H -2.128 -2.635 -5.383
C 5.149 -2.782 -6.132
C 4.751 -2.296 -4.741
C 5.231 -3.214 -3.605
O 4.490 -4.411 -3.455
C 4.832 -5.441 -4.363
N 3.299 -2.101 -4.702
H 4.519 -3.600 -6.484
H 5.049 -1.973 -6.857
H 6.189 -3.119 -6.151
H 5.228 -1.322 -4.592
H 5.102 -2.674 -2.662
H 6.303 -3.435 -3.695
H 5.901 -5.444 -4.594
H 4.247 -5.356 -5.281
H 4.575 -6.394 -3.898
H 3.046 -1.676 -3.812
H 2.871 -3.022 -4.657
C -1.452 -2.191 -9.195
C -0.484 -2.970 -8.311
C 0.855 -3.297 -8.993
O 0.796 -4.348 -9.942
C 0.298 -3.976 -11.214
N -1.153 -4.185 -7.827
H -1.946 -2.824 -9.932
H -2.238 -1.741 -8.587
H -0.940 -1.384 -9.725
H -0.258 -2.338 -7.446
H 1.548 -3.642 -8.221
H 1.306 -2.401 -9.439
H 0.596 -2.960 -11.488
H -0.789 -4.073 -11.244
H 0.709 -4.669 -11.949
H -0.546 -4.646 -7.154
H -1.192 -4.838 -8.606

Forces on atoms 1 to 6 (eV/Å):
-1.065 0.886 -1.117
1.815 -1.544 1.020
-0.829 1.134 0.217
-0.926 -1.132 -0.209
1.333 -0.538 0.085
-0.126 0.521 0.031

Computed properties:
Max |F| = 2.6 eV/A
Charge = 0
Kohn-Sham gap = 6.89 eV
E = -3614.02001 Eh

Results of the Löwdin charge analysis, in e, for atoms 1 through 6: 0.005, -0.735, 0.024, -0.086, 0.107, 0.118